Entry 1:
84
Properties=species:S:1:pos:R:3:forces:R:3:mulliken_charge:R:1 method="wB97M-V/def2-TZVPD" fmax_ev_per_a=4.0 gap_ev=6.25 e_homo_ev=-7.38 energy_ev=-68659.290 charge=0
Y 0.053505 -0.385919 -0.588222 -0.50 -0.07 -0.12 1.032
C 0.556860 2.513540 3.491660 0.73 0.36 -0.20 -2.066
C 0.681653 0.976230 3.713198 -0.01 0.38 -1.66 1.925
C 0.552273 0.763846 5.191913 0.52 -0.27 2.08 -1.428
C -0.870750 0.700007 5.781229 0.35 0.73 -2.51 -0.901
C -1.737804 -0.165700 4.857978 0.26 0.50 0.27 -1.223
C -1.645269 0.155971 3.328595 0.52 0.73 1.80 1.408
N -0.232171 0.122751 2.964082 -0.39 -0.73 -1.70 0.134
O -0.140456 0.421568 1.531484 0.12 -0.50 0.04 0.936
C -2.271781 1.552118 3.119450 -0.35 -0.45 -0.20 -1.653
C -2.405343 -0.955412 2.645569 -0.33 0.84 -0.35 -1.557
C 2.084803 0.572683 3.237449 0.54 1.13 1.02 -1.644
H 1.512549 2.960487 3.788088 0.23 -0.11 -0.43 0.476
H -0.082430 2.965019 4.219913 -0.77 0.19 0.37 0.777
H 0.269364 2.887243 2.491392 0.23 -0.62 0.39 0.051
H 1.155705 1.587774 5.654587 -0.53 -0.61 -0.10 0.414
H 1.046362 -0.152880 5.541651 0.15 -0.09 -0.47 0.389
H -1.289374 1.691776 5.746617 -0.24 0.58 0.30 0.336
H -0.879854 0.356026 6.786658 0.06 -0.34 0.84 0.508
H -2.771698 0.014612 5.141984 -0.25 -0.40 0.03 0.486
H -1.472579 -1.196405 5.066685 -0.12 -0.46 -0.25 0.239
H -3.259153 1.577176 3.565515 -0.29 0.02 0.20 0.489
H -2.407763 1.767742 2.075128 0.05 0.01 -0.62 0.109
H -1.683320 2.364388 3.531793 -0.21 -0.28 0.10 0.338
H -3.442058 -0.835488 2.942895 -0.30 -0.34 0.14 0.596
H -2.034416 -1.940314 2.906695 -0.01 -0.10 -0.02 0.342
H -2.388653 -0.804779 1.576803 0.10 -0.17 -0.39 -0.102
H 2.344598 1.123282 2.342588 -0.02 0.00 -0.31 0.124
H 2.246988 -0.486624 3.064089 -0.20 -0.11 0.25 0.147
H 2.749452 0.954304 4.041756 0.11 -0.47 -0.51 0.483
C -0.488947 -0.696572 -5.145696 0.49 -0.83 -0.61 -1.341
C -0.075119 -0.825545 -3.855123 -1.29 -0.31 0.12 0.820
C 0.480675 -2.080128 -3.276102 1.73 -0.86 2.56 0.197
O 0.846115 -2.021382 -1.999905 -1.02 1.22 0.27 -0.731
C 0.750110 -3.225332 -3.926077 -0.68 1.02 -0.92 -0.734
C 0.479504 -3.131922 -5.327631 0.19 0.55 -1.09 0.397
C -0.244219 -1.822784 -6.013760 -0.37 -0.88 0.79 0.508
O -0.599875 -1.948850 -7.167552 0.22 0.24 0.11 -0.640
O 0.867031 -3.951743 -6.116005 0.18 -0.96 -0.92 -0.601
O -0.290891 0.063680 -2.979043 0.01 1.45 1.95 0.188
H -1.003376 0.197240 -5.482191 0.07 -0.06 -0.04 0.529
H 1.349108 -4.001291 -3.467679 -0.28 -0.13 -0.16 0.425
C 4.559425 -0.461450 -0.552493 1.08 0.02 0.20 -1.010
N 3.420325 0.394436 -0.292343 -1.67 1.16 1.29 0.877
O 2.339990 -0.208567 -0.332263 0.70 0.63 -0.07 -0.186
O 3.536805 1.554765 0.076730 0.12 -1.68 -0.97 -0.491
H 5.235582 0.061743 -1.224607 -0.11 -0.19 -0.14 0.334
H 4.184551 -1.421883 -0.873324 0.04 0.03 -0.39 0.351
H 5.053332 -0.580148 0.410001 0.08 0.05 0.06 0.360
C -3.060598 -3.630594 -1.989779 -0.79 0.09 -0.55 -0.820
N -2.513699 -2.927300 -0.830902 1.11 1.25 0.29 0.727
O -2.095921 -1.773494 -1.032311 -0.08 -0.32 -0.15 -0.474
O -2.443016 -3.461778 0.235602 -0.22 -0.45 0.15 -0.489
H -2.303068 -3.673106 -2.766033 0.35 -0.23 0.18 0.250
H -3.852780 -3.005611 -2.408993 -0.01 -0.07 0.26 0.300
H -3.440913 -4.586918 -1.648327 0.16 -0.02 -0.15 0.332
C 1.253622 4.110964 -1.299822 0.28 0.21 0.97 -0.846
N 0.241625 3.064632 -1.475796 -2.74 -1.58 -1.14 0.583
O -0.739922 3.205826 -2.183619 1.04 1.42 0.42 -0.464
O 0.410691 1.968363 -0.952570 1.32 0.39 0.87 -0.085
H 0.869481 5.103880 -1.566495 -0.16 -0.58 0.16 0.326
H 2.006017 3.796610 -2.009069 0.43 0.13 0.09 0.299
H 1.603943 4.028150 -0.245238 -0.18 0.14 -0.92 0.236
C 0.708142 -3.155870 3.207258 0.29 0.70 -0.41 -0.502
N 1.325310 -2.684744 1.865217 -3.86 -0.83 0.79 0.779
O 2.480787 -2.768696 1.681484 1.83 0.31 -0.61 -0.517
O 0.446498 -2.303362 1.060224 1.43 -0.17 0.39 -0.411
H -0.029131 -2.353000 3.368816 0.48 -0.35 0.45 -0.031
H 1.504191 -3.268297 3.961521 -0.35 0.41 -0.48 0.278
H 0.209741 -4.117517 3.080693 0.11 0.13 -0.47 0.291
C -3.214609 1.797417 -3.140550 0.92 -0.05 1.08 -0.585
N -3.354050 1.931684 -1.608380 0.88 0.40 -0.72 0.799
O -2.640308 1.212802 -0.896875 -1.25 0.69 -0.44 -0.452
O -4.020882 2.890657 -1.235149 0.61 -1.50 0.19 -0.536
H -3.703407 0.942032 -3.578596 -0.84 -0.11 0.37 0.269
H -2.157340 1.565004 -3.294899 0.00 0.44 0.06 -0.003
H -3.535077 2.773477 -3.479274 -0.03 -0.21 -0.43 0.392
C 2.169672 0.959304 -5.323594 -0.11 -1.19 -0.05 -1.124
N 2.135933 1.496685 -3.941710 1.91 -0.94 0.80 1.216
O 1.611220 2.559430 -3.738918 -0.30 -0.01 0.06 -0.658
O 2.859198 0.881541 -3.115002 -1.69 1.20 -1.31 -0.594
H 3.051158 1.405784 -5.747285 0.44 0.09 -0.23 0.344
H 1.306108 1.138325 -5.959964 -0.13 0.49 0.63 0.350
H 2.272015 -0.121571 -5.205823 0.23 0.28 -0.18 0.404

---

Entry 2:
87
Properties=species:S:1:pos:R:3:forces:R:3:mulliken_spin:R:1 method="wB97M-V/def2-TZVPD" spin_multiplicity=2 fmax_ev_per_a=5.2 gap_ev="5.74 / 1.94" e_homo_ev="-9.29 / -9.29" energy_ev=-92811.740 s_squared=0.76 charge=+1
C -0.568180 -5.400860 -23.717600 0.21 -0.24 0.29 0.000
N -1.364960 -6.382800 -22.910040 -1.18 -1.32 0.33 0.000
O -2.406040 -6.797220 -23.437080 1.16 0.67 0.55 0.000
O -0.956960 -6.761840 -21.811870 -0.23 0.92 -1.67 0.000
H -0.606330 -5.681470 -24.770170 -0.04 -0.35 0.21 0.000
H 0.433530 -5.462200 -23.292270 -0.11 0.46 -0.16 0.000
H -1.040990 -4.420770 -23.654550 0.11 -0.12 0.44 0.000
C -1.275290 -1.276970 -24.890360 1.41 -1.22 2.19 -0.001
N 0.067550 -1.477270 -24.062660 1.99 2.23 -0.03 0.001
O 0.936650 -2.166420 -24.689360 -2.05 1.39 2.39 0.004
O 0.298120 -0.765950 -23.018460 -0.80 -3.04 -3.86 0.000
H -2.059860 -1.407010 -24.144940 -0.09 0.31 -0.20 0.000
H -1.209940 -2.165560 -25.518230 -0.40 0.67 -0.49 0.001
H -1.222610 -0.273520 -25.312750 0.12 -0.33 -0.21 0.000
C 3.907330 -0.826890 -24.211070 -1.03 0.00 -0.97 0.000
N 3.711280 0.499160 -23.498310 -1.56 1.28 -1.63 0.000
O 3.151140 1.470160 -24.082860 1.30 -2.38 0.46 0.000
O 3.991510 0.519340 -22.344300 0.65 -0.12 1.13 0.000
H 4.914150 -1.243440 -24.181040 -0.05 0.57 0.45 0.000
H 3.555400 -0.743480 -25.239310 0.37 0.54 -0.04 0.000
H 3.170760 -1.520490 -23.805510 0.25 0.15 0.62 0.000
C -5.390070 -2.201810 -25.315040 -1.29 -0.02 0.52 0.000
N -4.585460 -3.431460 -24.974380 1.04 3.67 0.62 0.000
O -3.648680 -3.171680 -24.241420 0.78 -0.36 0.46 0.000
O -4.882160 -4.505220 -25.335140 -0.98 -2.36 -1.28 0.000
H -5.003940 -1.315970 -24.810760 0.36 -0.52 -0.03 0.000
H -6.340020 -2.452130 -24.842770 -0.26 0.22 -0.25 0.000
H -5.560140 -1.976530 -26.367850 0.33 -0.74 -0.07 0.000
C -3.639740 -5.576740 -28.134010 -0.26 -1.24 1.53 0.000
N -2.985850 -4.317160 -27.784140 0.96 1.99 -2.10 0.000
O -3.516630 -3.272380 -28.174650 0.70 -1.40 1.26 0.000
O -1.814560 -4.383280 -27.373520 -1.15 0.15 0.07 -0.004
H -3.145650 -5.984720 -29.015780 -0.31 0.35 -0.12 0.000
H -4.725260 -5.479820 -28.152760 0.32 0.30 -0.48 0.000
H -3.396940 -6.236640 -27.301130 -0.03 -0.17 -0.08 0.000
C -1.193780 2.897620 -19.656450 3.49 0.75 0.04 0.000
C -0.448470 2.498900 -20.980670 0.30 0.05 1.67 0.000
O -1.498800 2.443080 -21.896150 -3.13 -0.15 -1.42 0.000
S -2.754600 1.618220 -21.183740 1.47 -0.89 2.29 0.000
O -2.501330 0.176950 -21.172070 -0.23 2.77 -0.34 0.000
O -4.058720 2.085640 -21.540030 1.26 0.11 -0.34 0.000
O -2.356210 2.247200 -19.652930 -3.98 -2.80 -1.92 0.000
H -1.377610 3.967780 -19.561300 0.20 0.26 -0.50 0.000
H -0.618360 2.615240 -18.774820 0.17 -0.19 -0.04 0.000
H -0.053870 1.487330 -21.076130 0.73 0.10 1.09 0.000
H 0.301610 3.264490 -21.179030 -0.28 -0.12 -0.68 0.000
C -3.830510 3.035530 -26.111190 -2.16 -0.22 1.04 0.000
C -3.705910 2.056820 -24.918830 0.33 1.44 -0.46 0.000
O -4.291910 0.828240 -25.353910 -0.29 -0.51 -2.43 0.000
S -4.477630 0.761150 -27.079220 -0.64 1.04 -0.21 0.000
O -5.883240 0.816870 -27.485620 2.73 0.04 1.54 0.000
O -3.683560 -0.290780 -27.708940 -0.69 1.92 1.65 0.000
O -3.748120 2.244240 -27.314440 0.09 -1.26 0.20 0.000
H -3.365640 4.018710 -26.038100 1.61 -0.75 -0.68 0.000
H -4.836550 3.450290 -26.048340 -0.66 -0.57 -0.24 0.000
H -4.262890 2.502480 -24.094660 -0.32 -0.46 0.01 0.000
H -2.688290 1.942230 -24.545450 0.17 -0.51 -0.38 0.000
N -0.633450 0.361690 -28.192330 -0.63 -0.58 0.49 0.000
C 0.151680 1.222130 -27.478530 1.42 -0.05 1.02 0.006
C 1.287300 0.564270 -26.994620 -1.77 -0.48 -1.86 -0.001
C 1.110940 -0.755290 -27.534990 1.53 -0.85 1.25 -0.014
C -0.086100 -0.922340 -28.148950 0.03 1.65 -0.09 0.005
H -1.609830 0.539080 -28.380270 0.10 0.00 -0.14 0.000
H -0.039520 2.267770 -27.287570 -0.55 -0.09 -0.41 0.000
H 2.110610 0.978360 -26.431520 -0.11 -0.03 -0.08 0.000
H 1.810130 -1.568780 -27.409380 0.11 0.04 0.16 0.023
H -0.575950 -1.831410 -28.465250 -0.26 0.41 -0.31 0.001
N 1.349740 -4.073320 -28.092820 1.25 0.76 -1.91 -0.051
C 2.401160 -4.322170 -27.243760 -1.95 -0.80 0.79 0.283
C 3.449090 -4.917090 -27.955220 0.51 0.42 -1.62 0.110
C 3.102670 -4.752980 -29.261780 0.78 -0.80 -1.95 0.161
C 1.819010 -4.192050 -29.417780 -0.92 -0.59 3.12 0.379
H 0.451590 -3.644380 -27.921270 -0.09 0.08 0.79 0.004
H 2.276670 -4.260460 -26.172740 -0.10 0.34 0.02 0.084
H 4.377020 -5.415150 -27.715890 -0.20 0.29 0.80 -0.001
H 3.629370 -5.129530 -30.126190 0.31 0.13 0.12 0.002
H 1.167490 -4.053240 -30.267870 0.17 0.19 0.01 0.007
N -2.337960 -3.453350 -20.553980 1.54 0.19 -0.72 0.000
C -2.255850 -4.369720 -19.536880 0.09 0.20 -1.32 0.000
C -0.893880 -4.559290 -19.270670 -2.07 -1.18 1.78 0.000
C -0.161790 -3.718590 -20.059340 -0.28 2.01 -2.39 0.000
C -1.067600 -3.054600 -20.924440 0.32 -0.90 0.84 0.000
H -3.152170 -3.286200 -21.127760 0.08 0.04 0.33 0.000
H -3.228380 -4.819590 -19.401960 0.47 -0.56 1.07 0.000
H -0.503480 -5.246000 -18.534180 -0.07 0.10 0.03 0.000
H 0.900430 -3.525210 -20.032830 -0.04 -0.23 -0.07 0.000
H -0.891970 -2.474200 -21.818130 -0.09 0.31 0.48 0.000

---

Entry 3:
66
Properties=species:S:1:pos:R:3:forces:R:3:nbo_charge:R:1 method="wB97M-V/def2-TZVPD" fmax_ev_per_a=4.6 gap_ev=3.95 e_homo_ev=-9.16 energy_ev=-71711.022 charge=+1
C 2.664176 -2.351589 -2.627286 -0.17 -0.26 -0.59 -0.285
C 2.129712 -1.584923 -1.567980 0.07 1.19 0.53 0.259
N 0.804473 -1.184746 -1.625263 0.15 -0.31 0.39 -0.610
C -0.013795 -1.724502 -2.551346 0.42 -0.33 -1.19 0.266
C 0.493575 -2.471772 -3.620518 -1.00 0.45 0.40 -0.314
C 1.852580 -2.765325 -3.669238 0.59 0.28 0.58 -0.120
C 2.953880 -1.073013 -0.509810 -0.04 -0.13 0.18 -0.898
P 2.211298 -0.331737 0.932816 1.18 -0.31 -1.20 0.906
Ti -0.058037 -0.034963 0.069694 -2.15 -3.47 2.10 1.385
P -2.013085 -0.120753 -1.369289 0.19 0.87 -1.30 0.981
C -1.520528 -1.511749 -2.482571 -0.38 0.25 0.33 -0.725
C -0.583357 1.279722 1.784643 0.72 -0.08 -0.76 -0.452
C -0.713261 0.680505 3.051119 -1.25 1.13 0.14 -0.264
C -1.540567 1.295277 4.013787 0.37 0.42 0.41 -0.229
C -1.966973 2.630326 3.831095 -0.10 -0.97 -0.03 -0.228
C -1.711979 3.274429 2.622040 -0.25 0.50 0.09 -0.216
C -1.074035 2.586626 1.585708 -0.16 -0.47 0.56 -0.174
O 3.230610 1.355261 -2.164972 0.40 -0.14 0.23 -0.989
O 0.795261 1.803620 -3.143302 0.41 0.33 0.09 -0.989
H 3.731944 -2.548988 -2.624945 -0.19 -0.11 0.02 0.224
H -0.184927 -2.757716 -4.422311 0.18 -0.11 0.25 0.222
H 2.264530 -3.310832 -4.516106 -0.04 0.10 0.21 0.227
C 2.315164 -1.424779 2.387278 0.08 -0.08 0.36 -0.937
C 3.126473 1.180984 1.386671 0.07 0.08 0.31 -0.937
H -1.957413 -1.356313 -3.482842 0.27 -0.08 0.30 0.258
H -2.018674 -2.396132 -2.047122 0.38 0.14 -0.19 0.256
H 3.321964 0.567911 -1.567359 -0.26 0.08 -0.15 0.508
H 4.009399 -1.373589 -0.507964 -0.42 0.00 0.08 0.239
C -3.625770 -0.516126 -0.630456 -0.04 -0.08 0.06 -0.927
C -2.328583 1.307396 -2.448931 -0.56 -0.17 -0.21 -0.968
H -0.255539 -0.279695 3.249080 -0.11 -0.17 -0.06 0.194
H -1.893349 0.765243 4.930092 0.63 0.60 -0.63 0.194
H -2.544605 3.108901 4.625940 0.20 -0.06 -0.35 0.226
H -2.065264 4.312157 2.491175 0.27 -0.64 -0.01 0.225
H -0.979132 3.059915 0.608772 -0.02 0.01 0.19 0.197
H 0.594509 1.735542 -0.431410 -0.09 -0.15 -0.98 0.035
H 0.751860 2.772546 -3.198547 0.09 -0.44 -0.06 0.472
H 1.734729 1.605852 -2.862526 -0.66 0.15 -0.27 0.510
H 3.984107 1.303464 -2.761247 0.01 0.08 -0.08 0.488
H 0.375389 1.368954 -1.102912 0.61 1.62 0.13 0.038
H 3.358865 -1.623309 2.663837 -0.22 0.02 -0.08 0.248
H 1.807610 -0.958655 3.241340 0.18 -0.04 -0.10 0.229
H 1.812743 -2.374065 2.161787 0.16 0.23 -0.06 0.243
H 4.133226 0.959620 1.764048 -0.20 0.00 -0.11 0.242
H 3.212190 1.843304 0.516598 -0.06 -0.23 0.14 0.259
H 2.562792 1.708597 2.167222 0.15 -0.10 -0.11 0.246
H -3.156805 1.089393 -3.133920 0.14 0.25 -0.01 0.234
H -2.599691 2.155633 -1.808296 0.00 -0.09 -0.16 0.239
H -1.417914 1.557279 -3.005071 -0.19 -0.17 0.13 0.286
H -4.425539 -0.613860 -1.377222 0.27 0.06 0.14 0.251
H -3.527443 -1.451225 -0.069015 -0.07 0.23 -0.17 0.236
H -3.877077 0.295459 0.066321 -0.01 -0.20 -0.20 0.246
C -1.774060 -2.032744 4.521633 0.75 0.22 0.05 -0.778
C -2.404381 -1.896535 3.185010 -0.19 -0.71 0.53 0.703
C -2.073473 -2.954453 2.236952 0.41 0.19 -0.88 -0.791
C -3.480591 -0.939565 2.882587 -1.14 -0.08 0.32 -0.797
O -0.962402 -1.417422 0.438878 0.90 1.17 0.31 -0.976
H -2.470291 -2.510347 5.214971 -0.48 -0.01 -0.13 0.307
H -1.474716 -1.103478 5.025816 -0.35 -0.16 -0.37 0.284
H -0.905870 -2.700569 4.487910 -0.19 0.17 -0.13 0.254
H -2.514624 -3.918361 2.559765 -0.10 0.38 0.11 0.310
H -2.325316 -2.670503 1.207806 -0.33 -0.43 0.49 0.297
H -0.985982 -3.130598 2.196667 -0.26 0.04 0.34 0.293
H -4.029657 -0.673964 3.805104 0.43 -0.02 -0.17 0.270
H -4.233466 -1.381220 2.185512 0.86 0.31 0.24 0.266
H -3.124223 0.038897 2.490331 0.12 -0.74 0.02 0.350